Record 1
DFT (ωB97M-V/def2-TZVPD) results for a structure of composition C26H29N6O5Pb at a distorted geometry.

- Net charge: +3
- Orbital gap: 4.919 eV

Each line ends with the natural charge from an NBO analysis.
Positions of all 67 atoms, in Å:
Pb: 0.4516 0.4487 0.2996  1.50
O: 1.9113 0.3865 2.1715  -0.76
O: 1.0901 0.2973 -3.2063  -0.23
O: 1.5263 -1.7987 -1.8247  -0.11
O: 1.3234 -1.9655 1.3454  -0.55
O: -1.0903 -1.2041 0.8211  -0.76
N: 3.4059 -0.2551 3.7293  -0.35
N: -2.0364 -3.2049 1.1826  -0.35
N: -1.6126 1.6194 -0.6788  -0.54
N: 1.7733 -2.0238 -2.9167  0.37
N: -0.5950 2.0479 1.8209  -0.55
N: 1.3466 -0.6798 -3.8267  0.26
C: 4.2311 -1.2561 4.4061  -0.42
C: 2.3847 -1.9575 2.2827  -0.16
C: -1.4597 2.9609 1.2998  0.15
C: -1.9815 2.7439 -0.0298  0.23
C: -3.3582 -2.6228 0.9177  -0.41
C: 1.0699 0.1086 -7.3497  -0.20
C: -1.8998 4.0692 2.0246  -0.07
C: 1.7276 -2.1099 -5.7308  -0.11
C: -3.0664 2.2147 -2.4794  -0.25
C: -2.8763 3.6684 -0.5772  -0.09
C: 1.6847 -2.2451 -7.0971  -0.22
C: 1.0885 0.2807 -5.9933  -0.12
C: -1.4792 4.1896 3.3618  -0.07
C: 3.5339 1.1160 4.2297  -0.42
C: -2.7860 5.0275 1.4183  -0.16
C: -0.6616 3.2312 3.8988  -0.25
C: -1.9247 -4.6224 1.5445  -0.43
C: -2.1624 1.3574 -1.8491  0.07
C: 2.5674 -0.5138 2.7462  0.68
C: -0.2194 2.1884 3.0830  0.10
C: -3.4098 3.3834 -1.8459  -0.08
C: 0.3820 -3.0106 1.4306  -0.15
C: -3.2417 4.8454 0.1646  -0.15
C: -0.9827 -2.4209 1.1195  0.68
C: 1.4110 -0.8387 -5.1716  0.07
C: 1.3682 -1.1470 -7.8945  0.00
H: 0.8603 1.2327 -5.5367  0.26
H: 5.2821 -1.0086 4.2628  0.24
H: -3.9026 5.5666 -0.2965  0.25
H: -3.4550 -2.3644 -0.1360  0.22
H: 4.5207 1.2319 4.6694  0.24
H: -4.1167 -3.3513 1.1837  0.23
H: -2.9119 -5.0682 1.4912  0.25
H: 0.4843 1.4585 3.4552  0.22
H: -3.0902 5.8877 1.9986  0.25
H: 2.1694 -2.6122 3.1292  0.22
H: -0.3436 3.2758 4.9301  0.25
H: 3.4112 1.8242 3.4160  0.24
H: -1.8086 5.0355 3.9514  0.25
H: -3.4892 1.9495 -3.4371  0.25
H: 0.6147 -3.7956 0.7016  0.22
H: 4.0143 -1.2455 5.4735  0.24
H: 0.8260 0.9321 -8.0051  0.27
H: 1.3703 -1.2616 -8.9711  0.26
H: -1.2723 -5.1549 0.8537  0.22
H: 1.9241 -3.1928 -7.5576  0.27
H: -3.4927 -1.7214 1.5114  0.23
H: 2.0159 -2.9388 -5.1037  0.26
H: -1.5532 -4.7414 2.5619  0.22
H: 0.3678 -3.4775 2.4199  0.22
H: -4.1077 4.0763 -2.2984  0.25
H: 2.7831 1.3047 4.9973  0.22
H: 3.3022 -2.3086 1.7998  0.23
H: -1.8948 0.4118 -2.3106  0.19
H: 4.0584 -2.2535 4.0192  0.21

***

Record 2
DFT (ωB97M-V/def2-TZVPD) results for an isolated molecule of C22H31N5O4S2 at a distorted geometry.

- SMILES: COc1ccc(S(=O)(=O)N2CCC(C(=O)Nc3nnc(CCN4CCCCC4)s3)CC2)cc1
- Orbital gap: 8.916 eV

Each line ends with the natural charge from an NBO analysis.
Positions of all 64 atoms, in Å:
S: 1.3307 -0.4117 -0.8071  0.47
S: -3.4740 0.4474 1.3704  2.34
O: -3.4754 -0.0609 2.7114  -0.93
O: -4.5258 1.3392 0.9664  -0.94
O: -0.5724 -2.0844 -0.3912  -0.62
O: 1.6237 3.2892 0.5319  -0.52
N: -1.1626 -0.5623 -1.9252  -0.63
N: 0.2764 1.1701 -2.5457  -0.33
N: 3.6200 -0.8708 0.0986  -0.47
N: 1.5114 1.6356 -2.3354  -0.30
N: -3.4545 -0.8522 0.2990  -0.70
C: 2.1949 0.9461 -1.4901  0.02
C: -1.9165 1.2502 1.0505  -0.38
C: 4.9731 -0.9538 2.1869  -0.42
C: -4.4165 -0.8383 -0.7781  -0.23
C: 4.3733 -0.0232 -0.7982  -0.21
C: -3.2740 -2.1610 0.8945  -0.22
C: -0.8117 0.9664 1.8333  -0.16
C: -1.3945 -1.6888 -1.1913  0.72
C: -1.8481 2.2006 0.0524  -0.16
C: 0.4400 2.6406 0.6305  0.41
C: -2.6637 -2.4717 -1.5003  -0.30
C: -3.8586 -1.6390 -1.9706  -0.41
C: 3.5836 1.2629 -1.0821  -0.46
C: 1.7715 4.2804 -0.4666  -0.27
C: 0.3620 1.6577 1.6248  -0.27
C: 3.6796 -0.5021 1.4997  -0.22
C: 5.1532 -2.4597 2.0151  -0.40
C: 0.0212 0.1222 -1.8314  0.18
C: -3.0687 -3.2042 -0.2160  -0.41
C: -0.6742 2.8987 -0.1669  -0.32
C: 3.7962 -2.2984 -0.0728  -0.21
C: 5.1043 -2.8159 0.5317  -0.42
H: -5.3699 -1.2697 -0.4424  0.19
H: 2.8237 -0.9750 1.9917  0.20
H: 4.5122 -0.5615 -1.7389  0.21
H: -2.3923 -2.0947 1.5315  0.23
H: 2.9485 -2.7873 0.4176  0.20
H: -4.6253 -2.3208 -2.3423  0.22
H: 3.5643 0.5797 1.5854  0.20
H: 4.3471 -2.9814 2.5364  0.20
H: -2.3954 -3.1995 -2.2756  0.24
H: 4.9316 -0.6926 3.2454  0.21
H: -1.8403 -0.1888 -2.5720  0.42
H: 2.7849 4.6609 -0.3510  0.20
H: -4.5991 0.2044 -1.0337  0.24
H: -4.1322 -2.4253 1.5260  0.20
H: 5.3663 0.2470 -0.4118  0.18
H: 6.1010 -2.7802 2.4530  0.21
H: 3.7445 -2.5316 -1.1387  0.21
H: -2.7295 2.4079 -0.5329  0.23
H: 1.2357 1.4655 2.2265  0.22
H: -3.9871 -3.7627 -0.3975  0.21
H: 5.8268 -0.4320 1.7478  0.19
H: 1.6530 3.8478 -1.4645  0.21
H: -0.8962 0.2222 2.6082  0.24
H: 1.0601 5.0978 -0.3206  0.18
H: 4.0677 1.8442 -1.8678  0.24
H: 3.5448 1.8800 -0.1808  0.23
H: -3.5945 -0.9817 -2.7998  0.20
H: 5.9522 -2.3601 0.0146  0.19
H: -2.2880 -3.9034 0.0783  0.24
H: 5.1681 -3.8966 0.3968  0.21
H: -0.6349 3.6306 -0.9562  0.24

***

Record 3
DFT (ωB97M-V/def2-TZVPD) results for a structure of composition C25H18Cl2N2O4W.

- Net charge: +2
- Orbital gap (alpha / beta): 6.725 / 6.726 eV

Each line ends with the natural charge from an NBO analysis.
Positions of all 52 atoms, in Å:
W: 0.5402 0.5854 -0.3037  1.93
Cl: -2.0383 2.9908 -4.7631  0.10
Cl: -5.1851 0.0342 -4.6152  0.10
O: -1.2678 0.8361 -0.3467  -0.61
O: 3.1306 3.3061 1.2883  -0.48
O: 1.5435 1.7512 0.9568  -0.74
O: 2.3401 1.0708 -1.3828  -0.52
N: 0.1608 -1.1729 -1.4348  -0.53
N: 1.5205 -0.9704 0.8009  -0.56
C: -3.2940 1.4575 -1.4105  -0.22
C: -4.0369 0.2448 -3.3586  -0.04
C: 2.1588 -0.0019 -4.0211  -0.64
C: 3.2428 2.0200 -0.7099  -0.20
C: 2.1535 -4.3648 -1.5048  -0.18
C: -0.9031 -1.3535 -2.1557  0.21
C: 1.1952 1.0339 -3.5314  -0.02
C: 0.1414 1.4970 -4.2744  -0.20
C: -2.9505 -0.5999 -3.2703  -0.15
C: 3.1222 -2.9979 1.8265  -0.03
C: -4.2163 1.2662 -2.4218  -0.14
C: 2.7665 -4.2804 -0.2845  -0.12
C: 1.7266 -2.1194 0.0736  0.23
C: -0.4946 3.1155 -2.5775  -0.22
C: -0.7152 2.5052 -3.7869  0.00
C: -2.1810 0.6394 -1.3509  0.31
C: 2.8591 -1.8712 2.5637  -0.26
C: 2.6378 2.4577 0.6196  0.74
C: 1.0646 -2.2470 -1.1630  0.06
C: 2.0743 -0.8604 2.0092  0.16
C: 1.3387 1.6019 -2.2423  0.25
C: 1.2853 -3.3475 -1.9483  -0.16
C: -1.9832 -0.4042 -2.2728  -0.19
C: 2.5595 -3.1487 0.5388  -0.11
C: 0.5750 2.6767 -1.7779  -0.32
H: 0.8071 -3.4499 -2.9142  0.24
H: 2.3195 -5.2244 -2.1387  0.26
H: -2.8437 -1.4111 -3.9791  0.25
H: 2.2131 -0.8539 -3.3409  0.22
H: 3.2643 -1.7331 3.5554  0.27
H: 3.4139 -5.0741 0.0646  0.25
H: -1.0427 -2.3093 -2.6540  0.22
H: -5.0896 1.9005 -2.4914  0.26
H: 1.8981 0.0704 2.5325  0.25
H: -1.1069 3.9464 -2.2570  0.27
H: 3.1655 0.4132 -4.0925  0.25
H: -0.0419 1.0992 -5.2645  0.26
H: 3.4256 2.8694 -1.3632  0.25
H: 1.8695 -0.3554 -5.0080  0.25
H: 4.1687 1.4746 -0.5424  0.26
H: 0.8667 3.2629 -0.9153  0.27
H: 3.7562 -3.7823 2.2216  0.26
H: -3.4320 2.2325 -0.6688  0.26